#w
{"formula": "C5H13N2O", "method": "ωB97M-V/def2-TZVPD", "symbols": ["H", "H", "H", "O", "H", "H", "H", "C", "H", "C", "H", "H", "C", "N", "H", "H", "C", "H", "H", "N", "C"], "positions_angstrom": [[-1.974, -0.500, -1.716], [1.206, 0.392, 1.388], [-1.243, 1.461, -0.640], [-0.382, -2.021, 0.381], [1.976, 1.447, 0.195], [-2.858, 1.204, -0.151], [-5.512, 1.477, 4.145], [-0.447, -1.118, -0.397], [2.398, -0.249, -2.557], [2.872, -0.436, -1.600], [1.871, -1.610, -0.026], [3.567, -1.267, -1.659], [-1.869, -0.472, -0.609], [-1.908, 0.862, -0.167], [-5.829, 1.774, 4.770], [-2.576, -1.087, -0.076], [1.981, 0.448, 0.625], [3.451, 0.462, -1.400], [2.949, 0.319, 1.106], [0.529, -0.481, -1.106], [1.799, -0.603, -0.505]], "homo_lumo_gap_ev": 5.50, "lumo_energy_ev": -8.96, "homo_ev": -14.47, "multiplicity": 1, "total_charge": 1}

#x
{"formula": "C5H13N2O", "method": "ωB97M-V/def2-TZVPD", "symbols": ["H", "H", "N", "H", "O", "H", "C", "H", "C", "C", "C", "C", "H", "H", "H", "H", "H", "N", "H", "H", "H"], "positions_angstrom": [[0.093, -1.199, -3.468], [-1.273, 3.270, 3.454], [0.964, -1.340, 0.453], [0.460, 0.065, -1.702], [1.034, -1.200, -3.256], [2.171, -0.409, -1.813], [-1.534, 0.487, 0.622], [-0.179, -2.230, -1.057], [0.851, -1.896, -0.947], [1.143, -0.763, -1.916], [-1.303, 2.861, 2.452], [-0.651, 1.495, 0.756], [-2.119, 3.166, 1.793], [1.939, -1.090, 0.643], [0.694, -2.039, 1.149], [1.540, -2.733, -1.027], [-1.996, 0.108, 1.526], [-0.424, 2.054, 2.026], [0.354, -0.495, 0.629], [-1.872, 0.129, -0.342], [0.110, 1.761, 0.026]], "homo_lumo_gap_ev": 9.76, "lumo_energy_ev": -3.32, "homo_ev": -13.08, "multiplicity": 1, "total_charge": 1}

Relative to the most stable one, in eV, the structures come out at #w 3.967; #x 0.000.